[1]
The following is a quantum chemistry calculation of C2H3NOS3 in the gas phase, from the OMol25 dataset.

Geometry as XYZ:
```
10
Properties=species:S:1:pos:R:3
C -0.2407 0.6618 0.1080
C -1.0140 -0.6760 0.4819
H 2.5488 -0.7273 1.0720
H 1.5750 1.2940 -0.3097
H -2.1059 -0.1493 -1.7626
N 1.0736 0.4822 -0.2544
O -0.7832 -1.2335 1.5437
S 2.1139 -0.8043 -0.3721
S -0.7998 2.2328 0.0942
S -2.3676 -1.0803 -0.6010
```

Calculated values
Energy above the lowest of the compared OMol25 structures with the same formula, charge and spin (kJ/mol): 132.61
Max |F| (eV/Å): 3.35
E (a.u.): -1402.5022

***

[2]
The following is a quantum chemistry calculation of 15 unconnected molecules or ions with the total composition C40H61BCl28F5O3, from the OMol25 dataset.

Geometry as XYZ:
```
138
Properties=species:S:1:pos:R:3
C -5.2890 2.8703 0.2050
C -4.0958 1.9468 0.7666
C -3.1747 1.6046 -0.4852
C -3.8448 0.5283 -1.4605
C -1.6741 1.2829 -0.1101
O -0.9221 1.1746 -1.3219
B -0.0681 -0.0491 -1.3207
C -1.0146 -1.1243 -2.2116
C -0.2061 -2.0374 -3.1761
C -0.0824 -1.5947 -4.5920
C 0.6055 -2.3498 -5.6277
C 1.2232 -3.6341 -5.2654
C 1.1405 -4.0561 -3.8779
C 0.4408 -3.2992 -2.8167
C 1.4331 0.0460 -1.9277
C 2.3124 1.2051 -1.3597
C 3.7518 0.9199 -1.0872
C 4.6414 2.0070 -0.5694
C 4.1609 3.3767 -0.3189
C 5.1242 4.5145 0.1839
C 2.7380 3.6346 -0.5928
C 1.8605 2.5678 -1.1004
O -0.2576 -0.5386 0.0696
C -1.3143 0.0092 0.8218
C -2.4546 -0.9363 1.3375
C -2.2245 -2.4822 1.0446
C -2.5751 -3.3315 2.3658
O -3.2092 -2.8929 0.0589
C -0.5555 0.7115 2.0511
F 0.5720 1.3898 1.6343
F -1.4655 1.5927 2.6706
C -0.0637 -0.3126 3.1564
F 1.1088 0.1801 3.7200
F 0.1795 -1.5714 2.7013
F -0.9440 -0.4052 4.2268
H -5.4322 2.7336 -0.9054
H -6.2388 2.4916 0.6785
H -5.1863 3.9404 0.5049
H -3.5274 2.5755 1.4990
H -4.5975 1.0537 1.2067
H -3.1440 2.5568 -1.0944
H -3.4969 -0.5163 -1.2568
H -4.9556 0.5521 -1.2675
H -3.6809 0.8647 -2.5121
H -1.3065 2.2833 0.2829
H -1.6473 -1.7858 -1.5668
H -1.6671 -0.4768 -2.8683
H -0.5565 -0.6198 -4.8846
H 0.6139 -1.9456 -6.6644
H 1.7361 -4.2417 -6.0541
H 1.5928 -5.0286 -3.5562
H 0.3746 -3.6579 -1.7462
H 1.4354 0.1693 -3.0529
H 1.9861 -0.9105 -1.7032
H 4.2332 -0.0736 -1.2674
H 5.7276 1.8484 -0.3644
H 5.7578 4.8231 -0.7013
H 5.8364 4.1464 0.9625
H 4.5485 5.4284 0.4800
H 2.3675 4.6777 -0.4142
H 0.8077 2.8615 -1.3053
H -3.4687 -0.6953 0.9146
H -2.5887 -0.8531 2.4558
H -1.1824 -2.7443 0.7464
H -3.0707 -4.2737 1.9804
H -3.3652 -2.7905 2.9469
H -1.6699 -3.6048 2.9607
H -4.0657 -3.0673 0.4936
C -6.2394 -4.0523 2.9413
Cl -5.8927 -2.7027 1.8550
Cl -7.4277 -5.1562 2.2363
H -5.3178 -4.5984 3.1286
H -6.6321 -3.6601 3.8738
C -7.2638 4.4379 3.1726
Cl -7.7870 4.8155 1.5251
Cl -5.5053 4.5385 3.3347
H -7.7197 5.1475 3.8573
H -7.5829 3.4286 3.4208
C -4.9900 1.0334 4.4651
Cl -6.2393 1.0997 5.7177
Cl -5.2155 -0.3598 3.4022
H -5.0420 1.9418 3.8698
H -4.0158 0.9596 4.9416
C 4.0210 -1.3552 4.3827
Cl 5.6552 -0.8120 3.9834
Cl 4.0019 -2.2741 5.8952
H 3.3771 -0.4874 4.4894
H 3.6548 -1.9899 3.5801
C 2.0494 -4.5477 1.1085
Cl 1.6390 -4.2409 -0.5859
Cl 3.7980 -4.4479 1.3811
H 1.5546 -3.8038 1.7283
H 1.7077 -5.5430 1.3812
C -9.0108 3.1256 7.6211
Cl -8.2284 4.5170 6.8633
Cl -10.7599 3.3544 7.7360
H -8.8094 2.2406 7.0231
H -8.6056 2.9971 8.6211
C 5.4270 -3.0250 -1.8278
Cl 4.0013 -2.0337 -2.1330
Cl 6.4593 -3.1285 -3.2632
H 5.9980 -2.5821 -1.0155
H 5.1072 -4.0269 -1.5518
C 7.0920 0.9994 -3.6350
Cl 8.2196 2.3162 -3.2529
Cl 5.6190 1.1099 -2.6467
H 6.8206 1.0632 -4.6859
H 7.5814 0.0482 -3.4374
C 8.2386 1.9468 -7.4436
Cl 9.2345 0.8480 -6.4811
Cl 6.5356 1.8315 -6.9903
H 8.5785 2.9653 -7.2792
H 8.3422 1.6878 -8.4941
C 6.5755 -6.5745 -4.5175
Cl 5.3291 -6.5638 -3.2671
Cl 6.3866 -7.9574 -5.6043
H 6.4992 -5.6581 -5.0964
H 7.5506 -6.6313 -4.0417
C -7.7659 6.2598 10.6056
Cl -9.1505 6.7520 9.6261
Cl -7.8578 4.5464 11.0355
H -6.8550 6.4317 10.0386
H -7.7513 6.8506 11.5172
C 11.6704 3.1104 -5.1194
Cl 11.1769 3.4445 -6.7833
Cl 13.4272 3.2020 -4.9392
H 11.2098 3.8428 -4.4624
H 11.3388 2.1113 -4.8492
C 4.5353 3.8947 -9.7162
Cl 6.2897 4.0931 -9.6360
Cl 4.0943 2.4203 -10.5841
H 4.1415 3.8394 -8.7045
H 4.1083 4.7493 -10.2335
C -7.9514 -6.6084 5.7820
Cl -8.1434 -4.8575 5.6420
Cl -6.8404 -7.0319 7.0898
H -8.9215 -7.0530 5.9859
H -7.5570 -6.9941 4.8452
```

Calculated values
Max |F| (eV/Å): 3.62
E (a.u.): -15195.9564
Total charge: -1

***

[3]
The following is a quantum chemistry calculation of C3H7NO2 in the gas phase, from the OMol25 dataset.

Geometry as XYZ:
```
13
Properties=species:S:1:pos:R:3
N -1.2301 -1.0692 -0.7314
C -0.8560 0.2249 -1.0362
O -0.9837 0.6751 -2.1580
C -0.1850 0.9846 0.0942
C 1.1909 0.3991 0.4355
O 1.1046 -0.8920 1.0029
H -1.4090 -1.3195 0.2302
H -1.8094 -1.5181 -1.4283
H -0.8030 0.9638 1.0001
H -0.0812 2.0215 -0.2363
H 1.8262 0.4007 -0.4627
H 1.6760 1.0327 1.1836
H 0.8330 -1.4934 0.2962
```

Calculated values
Energy above the lowest of the compared OMol25 structures with the same formula, charge and spin (kJ/mol): 53.49
Max |F| (eV/Å): 0.35
E (a.u.): -323.7606

***

In eV, the Kohn-Sham gap values for the records above are, in order, 8.62, 6.05, 10.80.